[1]
Below is a molecular structure, C29H36AlN4O13, with properties calculated with ωB97M-V/def2-TZVPD.

Atoms and positions in Å:
C: 0.857 -2.774 -2.556
C: -0.270 -2.842 -3.430
C: -1.544 -2.663 -4.498
Al: -2.279 -0.758 -4.268
C: -1.701 0.107 -2.452
C: -1.655 1.773 -2.608
N: -0.351 2.352 -2.133
C: -0.293 2.619 -0.656
C: -1.405 3.665 -0.067
C: 0.170 3.477 -2.987
C: 0.566 4.997 -2.482
O: 0.398 3.237 -4.309
C: -4.324 -0.605 -4.355
C: -4.780 0.984 -4.577
N: -4.969 1.693 -3.254
N: -6.134 1.063 -5.301
N: -3.773 1.641 -5.495
H: 1.702 -2.345 -1.831
H: -2.323 -3.523 -4.324
H: -1.056 -2.776 -5.581
H: -1.568 0.149 -5.396
H: -0.659 -0.333 -2.090
H: -2.542 -0.150 -1.647
H: -1.812 1.970 -3.760
H: -2.617 2.160 -2.068
H: -0.388 1.606 -0.077
H: 0.775 3.073 -0.376
H: -2.070 3.078 0.723
H: -0.927 4.579 0.498
H: -2.136 4.118 -0.878
H: 1.469 4.895 -1.713
H: 0.952 5.635 -3.386
H: -0.369 5.515 -1.999
H: -4.816 -1.229 -5.222
H: -4.804 -0.973 -3.337
H: -5.984 1.909 -3.135
H: -4.680 1.079 -2.449
H: -6.343 2.097 -5.341
H: -6.022 0.769 -6.306
H: -3.837 1.308 -6.482
H: -3.766 2.683 -5.416
C: 1.104 -1.663 3.494
C: -0.122 -2.173 3.357
C: -0.735 -2.362 2.013
O: -1.856 -2.850 1.918
C: 0.041 -1.943 0.836
C: 1.266 -1.431 0.973
C: 1.889 -1.267 2.315
O: 3.024 -0.810 2.408
O: 2.000 -1.033 -0.129
O: -0.867 -2.545 4.460
H: 1.563 -1.522 4.464
H: -0.423 -2.070 -0.134
H: 2.850 -0.698 0.231
H: -1.715 -2.885 4.100
C: -0.660 -3.349 7.561
C: 0.294 -2.724 8.254
C: 0.640 -3.140 9.642
O: 1.534 -2.558 10.247
C: -0.122 -4.247 10.240
C: -1.077 -4.870 9.548
C: -1.405 -4.472 8.151
O: -2.276 -5.076 7.534
O: -1.799 -5.909 10.105
O: 0.997 -1.666 7.707
H: -0.920 -3.059 6.551
H: 0.128 -4.527 11.255
H: -2.429 -6.193 9.407
H: 1.630 -1.386 8.403
C: 5.842 2.820 -3.001
C: 4.836 1.948 -2.920
C: 4.828 0.869 -1.893
O: 3.880 0.094 -1.831
C: 5.981 0.774 -0.984
C: 6.989 1.645 -1.068
C: 6.983 2.740 -2.076
O: 7.915 3.536 -2.116
O: 8.077 1.560 -0.218
O: 3.761 2.016 -3.787
H: 5.860 3.611 -3.741
H: 5.971 -0.025 -0.255
H: 8.668 2.301 -0.477
H: 3.167 1.279 -3.525

Output
- Net charge: -1
- Orbital gap: 0.151 hartree
- LUMO level: -0.53 eV

---

[2]
Below is a molecular structure, C49H45AsCl2KN6O7S4, with properties calculated with ωB97M-V/def2-TZVPD.

Atoms and positions in Å:
K: 0.489 0.405 -0.617
O: 2.925 0.729 -0.940
N: 3.783 0.003 -0.291
C: 4.187 -1.150 -0.881
C: 5.034 -2.039 -0.269
C: 5.500 -1.726 1.012
C: 5.102 -0.549 1.590
C: 4.229 0.367 0.957
S: 3.740 1.817 1.678
H: 3.743 -1.264 -1.859
H: 5.306 -2.948 -0.787
H: 6.159 -2.398 1.548
H: 5.446 -0.266 2.576
Cl: 1.816 -2.474 -7.524
C: 1.204 -1.656 -6.106
C: 0.619 -0.394 -6.247
C: 0.121 0.252 -5.152
Cl: -0.602 1.817 -5.362
C: 0.124 -0.283 -3.809
O: -0.411 0.299 -2.850
C: 0.783 -1.581 -3.724
C: 0.962 -2.343 -2.497
O: 0.708 -2.025 -1.350
C: 1.288 -2.229 -4.865
H: 0.549 0.071 -7.221
H: 1.391 -3.353 -2.686
H: 1.746 -3.205 -4.747
S: -4.662 -3.529 -5.194
C: -3.617 -4.007 -6.468
C: -2.338 -3.600 -6.233
C: -2.197 -2.889 -5.017
C: -3.379 -2.761 -4.329
C: -3.619 -2.097 -3.060
C: -2.578 -1.965 -2.112
N: -2.653 -1.346 -0.967
C: -3.836 -0.732 -0.638
C: -4.967 -0.856 -1.510
C: -6.192 -0.215 -1.140
C: -6.286 0.531 -0.027
C: -5.166 0.726 0.853
C: -5.258 1.545 1.961
C: -4.140 1.710 2.802
C: -2.997 0.964 2.425
N: -2.867 0.179 1.394
C: -3.944 0.050 0.548
C: -4.162 2.576 3.945
C: -5.180 3.425 4.352
C: -4.873 4.151 5.521
C: -3.639 3.867 6.025
S: -2.830 2.696 5.054
C: -4.841 -1.545 -2.709
H: -3.983 -4.544 -7.329
H: -1.514 -3.777 -6.910
H: -1.266 -2.452 -4.684
H: -1.619 -2.423 -2.339
H: -7.050 -0.339 -1.795
H: -7.224 1.018 0.224
H: -6.194 2.051 2.169
H: -2.116 1.041 3.065
H: -6.104 3.527 3.803
H: -5.545 4.868 5.977
H: -3.156 4.288 6.892
H: -5.698 -1.590 -3.374
C: -2.035 8.267 4.413
C: -1.002 8.283 3.298
S: -0.258 6.660 3.151
O: 0.467 6.405 4.373
O: -1.291 5.758 2.721
C: 0.929 6.836 1.831
C: 1.587 5.507 1.469
N: 0.689 4.580 0.814
C: 0.241 3.422 1.367
N: -0.478 2.717 0.519
C: -0.522 3.421 -0.642
C: 0.186 4.581 -0.478
N: 0.395 5.614 -1.412
O: -0.119 5.494 -2.508
O: 1.062 6.592 -1.075
C: 0.555 2.978 2.745
H: -2.499 9.250 4.487
H: -1.569 8.027 5.368
H: -2.808 7.527 4.209
H: -0.207 9.003 3.499
H: -1.461 8.523 2.338
H: 1.712 7.511 2.185
H: 0.453 7.288 0.963
H: 1.989 5.006 2.347
H: 2.422 5.723 0.806
H: -1.009 3.055 -1.533
H: 0.286 3.721 3.494
H: 1.610 2.710 2.828
H: -0.029 2.081 2.931
C: -1.023 -2.385 3.095
As: 0.446 -1.426 2.245
C: 1.592 -2.950 1.788
C: 1.451 -0.764 3.840
C: 1.934 -1.806 4.779
C: 1.140 -2.287 5.820
C: 1.597 -3.294 6.658
C: 2.859 -3.840 6.473
C: 3.662 -3.368 5.445
C: 3.204 -2.362 4.609
H: -0.672 -3.174 3.765
H: -1.648 -2.797 2.305
H: -1.621 -1.659 3.638
H: 1.765 -3.592 2.654
H: 2.540 -2.562 1.411
H: 1.111 -3.507 0.985
H: 0.756 -0.074 4.328
H: 2.277 -0.169 3.444
H: 0.156 -1.858 5.974
H: 0.963 -3.653 7.460
H: 3.213 -4.628 7.128
H: 4.652 -3.782 5.293
H: 3.826 -1.994 3.800

Output
- <S²>: 0.792
- Net charge: -2
- Multiplicity: 2
- Orbital gap (alpha / beta): 0.106 / 0.217 hartree
- LUMO level (alpha / beta): 3.18 / 3.18 eV
- Energy relative to the best compared isomer or geometry (same formula, charge and spin): 1.062 eV

---

[3]
Below is a molecular structure, CH3BeINO4P, with properties calculated with ωB97M-V/def2-TZVPD.

Atoms and positions in Å:
N: 2.052 -1.170 0.518
P: 0.934 -0.126 -0.337
O: 1.483 1.500 -0.243
O: -0.502 -0.243 0.600
C: -1.640 -0.046 -0.167
O: -1.677 -0.041 -1.423
O: -2.821 0.172 0.556
I: -3.254 -1.673 1.366
H: 2.545 -1.736 -0.184
H: 2.689 -0.580 1.072
H: 1.530 1.860 -1.155
Be: -1.338 2.083 -0.603

Output
- Net charge: +2
- Orbital gap: 0.150 hartree
- LUMO level: -13.48 eV
- Energy relative to the best compared isomer or geometry (same formula, charge and spin): 3.424 eV

---

[4]
Below is C22H22N6O2S2 in the gas phase, with properties calculated with ωB97M-V/def2-TZVPD.

Atoms and positions in Å:
C: -8.078 -0.685 -0.969
C: -6.771 -1.019 -1.688
C: -5.597 -0.727 -0.830
N: -4.771 -1.613 -0.404
N: -3.799 -1.136 0.365
C: -3.872 0.141 0.538
N: -2.983 0.855 1.288
C: -3.038 2.211 1.375
O: -3.899 2.878 0.845
C: -1.921 2.814 2.204
S: -0.360 2.916 1.258
C: 0.190 1.278 1.444
N: -0.446 0.331 2.091
N: 0.275 -0.793 1.988
C: 1.335 -0.541 1.278
C: 2.389 -1.489 0.949
C: 3.726 -1.164 1.128
C: 4.716 -2.086 0.844
C: 4.365 -3.342 0.382
C: 3.037 -3.681 0.190
C: 2.030 -2.761 0.463
O: 0.712 -2.966 0.259
C: 0.263 -4.240 -0.136
N: 1.341 0.789 0.902
C: 2.272 1.457 0.084
C: 2.672 0.877 -1.113
C: 3.595 1.527 -1.909
C: 4.125 2.757 -1.536
C: 5.105 3.464 -2.419
C: 3.707 3.325 -0.339
C: 2.789 2.685 0.472
S: -5.219 0.904 -0.281
H: -8.926 -0.908 -1.612
H: -8.167 -1.273 -0.058
H: -8.106 0.370 -0.706
H: -6.740 -2.078 -1.950
H: -6.700 -0.428 -2.605
H: -2.187 0.353 1.716
H: -1.720 2.229 3.100
H: -2.171 3.845 2.450
H: 3.988 -0.186 1.507
H: 5.753 -1.827 0.989
H: 5.132 -4.071 0.164
H: 2.791 -4.665 -0.176
H: -0.823 -4.163 -0.171
H: 0.551 -5.008 0.588
H: 0.641 -4.511 -1.128
H: 2.260 -0.074 -1.413
H: 3.904 1.073 -2.839
H: 5.735 2.751 -2.947
H: 5.735 4.136 -1.843
H: 4.572 4.056 -3.164
H: 4.107 4.281 -0.033
H: 2.479 3.132 1.405

Output
- Structure (SMILES): CCc1nnc(NC(=O)CSc2nnc(-c3ccccc3OC)n2-c2ccc(C)cc2)s1
- Orbital gap: 0.327 hartree
- LUMO level: 0.52 eV
- Energy relative to the best compared isomer or geometry (same formula, charge and spin): 0.826 eV

---

[5]
Below is C21H31N5O3 in the gas phase, with properties calculated with ωB97M-V/def2-TZVPD.

Atoms and positions in Å:
C: 4.399 5.465 -3.714
C: 3.334 5.224 -2.649
C: 3.335 3.815 -2.030
C: 4.613 2.979 -2.158
C: 4.136 1.593 -1.738
C: 2.791 1.434 -2.488
O: 3.000 0.847 -3.755
C: 1.842 0.523 -1.714
O: 1.594 -0.604 -2.130
N: 1.328 0.997 -0.562
C: 0.461 0.183 0.270
C: -0.941 0.084 -0.328
N: -1.789 -0.803 0.455
C: -2.280 -0.296 1.609
O: -2.059 0.854 1.969
C: -3.126 -1.174 2.490
C: -4.415 -0.791 2.826
C: -5.176 -1.549 3.721
N: -4.749 -2.655 4.325
C: -3.513 -2.989 3.994
C: -2.654 -2.329 3.104
N: -1.445 -2.995 3.022
C: -1.589 -4.011 3.827
N: -2.801 -4.075 4.450
C: -3.262 -5.049 5.416
C: -2.135 -2.118 -0.105
C: -0.882 -2.932 -0.406
C: -3.033 -1.967 -1.329
C: 2.293 2.886 -2.680
H: 4.317 6.477 -4.112
H: 5.402 5.347 -3.304
H: 4.298 4.773 -4.552
H: 3.482 5.962 -1.855
H: 2.343 5.429 -3.062
H: 3.105 3.901 -0.961
H: 4.936 2.947 -3.201
H: 5.443 3.352 -1.556
H: 4.808 0.776 -1.993
H: 3.970 1.579 -0.656
H: 2.679 -0.067 -3.674
H: 1.542 1.939 -0.281
H: 0.891 -0.815 0.355
H: 0.405 0.627 1.261
H: -1.392 1.077 -0.361
H: -0.868 -0.302 -1.342
H: -4.832 0.114 2.406
H: -6.184 -1.234 3.965
H: -0.831 -4.758 4.015
H: -2.538 -5.858 5.474
H: -3.372 -4.591 6.398
H: -4.226 -5.448 5.106
H: -2.701 -2.641 0.662
H: -1.165 -3.908 -0.803
H: -0.250 -2.440 -1.149
H: -0.309 -3.085 0.507
H: -3.342 -2.950 -1.685
H: -3.927 -1.392 -1.085
H: -2.514 -1.469 -2.149
H: 1.283 3.053 -2.303
H: 2.267 3.059 -3.758

Output
- Structure (SMILES): CC[C@@H]1CC[C@@](O)(C(=O)NCCN(C(=O)c2ccnc3c2ncn3C)C(C)C)C1
- Orbital gap: 0.354 hartree
- LUMO level: 0.51 eV
- Energy relative to the best compared isomer or geometry (same formula, charge and spin): 0.155 eV

---

[6]
Below is 2 unconnected molecules or ions with the total composition C6H12O2, with properties calculated with ωB97M-V/def2-TZVPD.

Atoms and positions in Å:
C: 0.531 -3.352 -0.069
C: 0.315 -1.894 0.111
C: -0.599 -1.315 0.893
C: -0.873 0.140 0.892
C: -0.815 0.943 -0.175
C: -0.994 2.436 -0.063
O: -0.835 0.433 -1.470
H: 0.028 -3.599 -1.020
H: 1.558 -3.658 -0.241
H: 0.128 -3.960 0.738
H: 0.987 -1.255 -0.450
H: -1.292 -1.938 1.451
H: -1.004 0.582 1.873
H: -2.072 2.591 -0.164
H: -0.574 2.928 -0.944
H: -0.569 2.812 0.858
H: 0.024 0.619 -1.880
O: 2.354 2.391 0.058
H: 2.067 3.268 -0.079
H: 1.636 1.827 -0.319

Output
- Structure (SMILES): C/C=C/C=C(/C)O.O
- Orbital gap: 0.333 hartree
- LUMO level: 0.58 eV
- Energy relative to the best compared isomer or geometry (same formula, charge and spin): 2.265 eV

---

[7]
Below is C16H18N2O4S in the gas phase, with properties calculated with ωB97M-V/def2-TZVPD.

Atoms and positions in Å:
O: -1.587 -1.483 1.094
C: -1.743 -0.632 0.244
N: -2.816 -0.607 -0.582
C: -3.927 -1.525 -0.429
C: -5.213 -0.789 -0.251
C: -6.302 -0.661 -1.064
C: -7.209 0.185 -0.382
C: -6.601 0.512 0.790
O: -5.395 -0.070 0.877
C: -0.737 0.451 0.001
C: -1.084 1.726 -0.441
C: -0.108 2.689 -0.635
C: 1.224 2.389 -0.394
C: 1.560 1.130 0.064
S: 3.274 0.740 0.426
O: 4.096 1.720 -0.230
O: 3.404 0.588 1.847
N: 3.409 -0.759 -0.326
C: 4.263 -0.780 -1.499
C: 5.610 -1.274 -0.973
C: 5.193 -2.337 0.048
C: 3.799 -1.879 0.522
C: 0.598 0.166 0.274
H: -2.891 0.100 -1.295
H: -3.697 -2.126 0.457
H: -4.006 -2.179 -1.304
H: -6.444 -1.118 -2.022
H: -8.175 0.501 -0.719
H: -6.910 1.126 1.612
H: -2.120 1.985 -0.605
H: -0.386 3.677 -0.972
H: 2.008 3.113 -0.547
H: 3.838 -1.480 -2.225
H: 4.306 0.218 -1.928
H: 6.117 -0.446 -0.478
H: 6.251 -1.670 -1.758
H: 5.896 -2.407 0.876
H: 5.125 -3.314 -0.430
H: 3.058 -2.676 0.411
H: 3.797 -1.538 1.557
H: 0.872 -0.807 0.647

Output
- Structure (SMILES): O=C(NCc1ccco1)c1cccc(S(=O)(=O)N2CCCC2)c1
- Orbital gap: 0.345 hartree
- LUMO level: 0.54 eV
- Energy relative to the best compared isomer or geometry (same formula, charge and spin): 1.737 eV

---

[8]
Below is C4H7N3S in the gas phase, with properties calculated with ωB97M-V/def2-TZVPD.

Atoms and positions in Å:
C: -3.021 0.038 0.093
C: -1.692 -0.598 0.033
N: -0.596 0.094 -0.002
N: 0.532 -0.721 -0.031
C: 1.615 0.028 -0.066
N: 1.676 1.369 0.052
C: 2.844 -0.774 -0.017
S: 4.384 -0.183 0.087
H: -2.974 1.061 -0.487
H: -3.844 -0.605 -0.420
H: -3.371 0.214 1.185
H: -1.643 -1.673 0.050
H: 0.830 1.885 -0.215
H: 2.571 1.738 -0.134
H: 2.691 -1.874 -0.130

Output
- Structure (SMILES): C/C=N/N=C(\N)C=S
- Orbital gap: 0.282 hartree
- LUMO level: -1.11 eV
- Energy relative to the best compared isomer or geometry (same formula, charge and spin): 2.581 eV